The following is a DFT calculation (wB97M-V/def2-TZVPD) of the molecule C5H8N2.

Structure (ORCA input):
```
! wB97M-V def2-TZVPD RIJCOSX def2/J DEFGRID3
* xyz 0 1
C -1.2545 0.1432 -1.6870
C -0.5204 0.0630 -0.3865
C 0.1027 1.0788 0.3390
C 1.3605 1.0075 1.1326
N 2.1828 0.1070 0.6130
C -0.6819 -0.4258 1.7937
N -0.7137 -0.9400 0.5340
H -2.2700 0.5385 -1.5601
H -0.7175 0.7862 -2.3899
H -1.3420 -0.8460 -2.1517
H -0.2398 2.1036 0.1797
H 1.9592 -0.4713 -0.2029
H 3.0983 -0.0379 1.0166
H -0.2105 -1.1760 2.4641
H -0.7508 -1.9317 0.3049
*
```

Computed properties:
LUMO level, eV: 0.75
HOMO, eV: -7.59
E, eV: -8288.6990
Energy relative to the best compared isomer or geometry (same formula, charge and spin), eV: 6.297
Frontier orbital gap, Eh: 0.307
Largest force on an atom, eV/Å: 0.5



The following is a DFT calculation (wB97M-V/def2-TZVPD) of the molecule C5H8N2 in a non-equilibrium geometry.

Structure (ORCA input):
```
! wB97M-V def2-TZVPD RIJCOSX def2/J DEFGRID3
* xyz 0 1
C -3.2704 -1.1489 0.0743
C -2.1524 -0.5529 0.1708
C -0.5849 0.3562 -0.0107
C -0.6973 1.7500 -0.0355
C 0.4709 -0.4630 -0.0931
N 1.7833 -0.1255 -0.1929
N 2.8346 -0.9777 0.0257
H -4.2248 -1.5616 0.3182
H -0.3275 2.2798 -1.0873
H -0.0512 2.2749 0.7030
H -1.7348 2.0709 0.2703
H 0.4836 -1.5416 -0.2909
H 1.8842 0.8710 -0.0881
H 2.9543 -1.6480 -0.6986
H 2.6325 -1.5836 0.9348
*
```

Computed properties:
LUMO level, eV: 0.89
SMILES string: C#C/C(C)=C/NN
HOMO, eV: -8.02
E, eV: -8289.0236
Energy relative to the best compared isomer or geometry (same formula, charge and spin), eV: 5.973
Frontier orbital gap, Eh: 0.327
Largest force on an atom, eV/Å: 7.1



The following is a DFT calculation (wB97M-V/def2-TZVPD) of the molecule C5H8N2 in a non-equilibrium geometry.

Structure (ORCA input):
```
! wB97M-V def2-TZVPD RIJCOSX def2/J DEFGRID3
* xyz 0 1
C 2.2763 -0.6262 0.1422
C 0.9085 -0.0564 -0.0458
C -0.2006 -0.7163 -0.5103
C -1.3470 0.0940 -0.2330
N -2.7043 -0.2572 -0.4259
C -0.8695 1.2754 0.2816
N 0.5058 1.1601 0.4162
H 2.4414 -0.8691 1.2006
H 2.3474 -1.5709 -0.4054
H 3.0858 0.0346 -0.1799
H -0.0639 -1.4726 -1.2630
H -3.2945 0.1512 0.2912
H -2.8368 -1.2615 -0.3910
H -1.3846 2.1921 0.5277
H 1.1360 1.9229 0.5947
*
```

Computed properties:
LUMO level, eV: 1.08
SMILES string: Cc1cc(N)c[nH]1
HOMO, eV: -7.37
E, eV: -8294.4920
Energy relative to the best compared isomer or geometry (same formula, charge and spin), eV: 0.504
Frontier orbital gap, Eh: 0.310
Largest force on an atom, eV/Å: 1.0



The following is a DFT calculation (wB97M-V/def2-TZVPD) of the molecule C5H8N2 in a non-equilibrium geometry.

Structure (ORCA input):
```
! wB97M-V def2-TZVPD RIJCOSX def2/J DEFGRID3
* xyz 0 1
H 1.2039 0.7068 -2.0974
N 2.1786 0.6229 -1.7402
C 1.4998 0.6138 -0.6787
C 1.5242 0.4473 0.8040
N 0.0452 0.5065 0.8776
C -0.5323 -0.5579 0.0525
C -1.9552 -0.9077 0.4196
C -0.1287 0.7226 -0.5774
H 1.9690 1.3152 1.2954
H 1.9565 -0.4758 1.1946
H 0.0956 -1.4137 -0.2013
H -1.9519 -1.5691 1.2948
H -2.4732 -1.4300 -0.3905
H -2.5236 -0.0099 0.6800
H -0.9078 1.4288 -0.9331
*
```

Computed properties:
LUMO level, eV: 1.09
SMILES string: [H]/N=C1/CN2[C@@H](C)[C@H]12
HOMO, eV: -9.63
E, eV: -8291.1574
Energy relative to the best compared isomer or geometry (same formula, charge and spin), eV: 3.839
Frontier orbital gap, Eh: 0.394
Largest force on an atom, eV/Å: 3.6



The following is a DFT calculation (wB97M-V/def2-TZVPD) of a cluster of 2 separate species, C5H8N2 in total in a non-equilibrium geometry.

Structure (ORCA input):
```
! wB97M-V def2-TZVPD RIJCOSX def2/J DEFGRID3
* xyz 0 1
C -0.6286 0.9325 1.2482
C -1.6414 -0.2292 -0.7071
N -0.4011 0.0616 0.0623
H 0.5085 0.4158 -0.6039
H -1.2901 0.4392 1.9581
H -1.3721 -0.8271 -1.5750
H 0.3329 1.1141 1.7237
H -1.0619 1.8707 0.9059
H -2.3488 -0.7792 -0.0890
H -2.0874 0.7143 -1.0175
C 0.3076 -1.1374 0.4113
C 1.9790 -0.1565 -0.7944
C 3.1573 -0.1506 -1.1042
N 0.3646 -2.1545 0.9700
H 4.1816 -0.1135 -1.3885
*
```

Computed properties:
LUMO level, eV: 0.44
HOMO, eV: -8.78
E, eV: -8289.0281
Energy relative to the best compared isomer or geometry (same formula, charge and spin), eV: 5.968
Frontier orbital gap, Eh: 0.339
Largest force on an atom, eV/Å: 1.5



The following is a DFT calculation (wB97M-V/def2-TZVPD) of the molecule C5H8N2 in a non-equilibrium geometry.

Structure (ORCA input):
```
! wB97M-V def2-TZVPD RIJCOSX def2/J DEFGRID3
* xyz 0 1
C -0.7015 1.2209 0.0778
C -0.1354 -0.2008 -0.1266
C 1.3764 -0.2504 -0.4384
C 1.9259 0.8691 0.3189
N 1.7173 1.8816 0.8400
C -0.7248 -1.3768 0.5693
N -0.8196 -1.2610 -0.8822
H -0.8749 1.6798 -0.9066
H -1.6440 1.1749 0.6213
H -0.0200 1.9422 0.6906
H 1.5601 -0.0619 -1.5023
H 1.8202 -1.2170 -0.1863
H -1.6282 -1.2166 1.1546
H -0.0929 -2.1839 0.9374
H -1.7585 -1.0001 -1.1677
*
```

Computed properties:
LUMO level, eV: 0.88
SMILES string: C[C@@]1(CC#N)CN1
HOMO, eV: -9.82
E, eV: -8292.6818
Energy relative to the best compared isomer or geometry (same formula, charge and spin), eV: 2.315
Frontier orbital gap, Eh: 0.393
Largest force on an atom, eV/Å: 2.7